[1]
This record from the Open Molecules 2025 dataset describes C53H41AsClN4P2RbS6Se2 as an isolated structure. The level of theory is the ωB97M-V functional and the def2-TZVPD basis.

The geometry in ORCA input format:
```
! RIJCOSX wB97M-V def2-TZVPD def2/J DEFGRID3
* xyz -2 1
Rb -1.003 1.252 -0.184
Se 5.968 -0.047 1.421
Se -0.437 -3.035 -0.899
As -3.957 3.163 -0.763
Cl -6.171 -2.324 -3.171
S -1.621 -0.604 3.475
S -0.449 0.817 7.390
S -2.795 -0.339 6.220
S -2.790 0.287 9.141
S 1.196 0.732 4.899
S -1.173 4.214 -0.906
P 5.266 -0.650 -0.464
P 1.653 -2.826 -0.757
N 1.327 -0.201 -0.934
N -3.476 -1.030 -0.580
N 3.208 0.863 -0.816
N 1.905 0.978 -0.928
C 2.279 -1.150 -0.839
C 6.381 -5.069 -1.093
C -4.383 7.353 -1.513
C 5.779 -4.640 0.082
C -4.191 -1.231 -1.679
C -1.431 -0.122 5.075
C -3.791 2.987 1.175
C 2.829 -4.417 3.377
C -6.731 3.600 0.321
C 5.459 0.215 -3.124
C -4.714 6.034 -1.226
C -7.966 3.107 -2.110
C -2.049 0.249 7.663
C 2.367 -3.789 -2.136
C -3.007 3.696 3.343
C 5.467 -3.301 0.252
C -4.307 1.688 3.147
C 2.201 -2.607 1.930
C -3.093 3.888 1.971
C -3.798 -1.694 0.527
C 6.039 0.916 -4.168
C -3.724 5.078 -1.048
C 5.748 -2.385 -0.758
C 2.863 -5.279 2.290
C -4.384 1.877 1.777
C -8.110 3.706 0.209
C 1.992 -5.123 -2.306
C -8.731 3.462 -1.009
C 2.503 -3.081 3.197
C -5.947 3.238 -0.773
C 2.240 -3.469 0.837
C 7.136 1.058 -1.624
C -2.361 5.437 -1.166
C 0.772 2.142 3.836
C -2.044 6.769 -1.473
C 6.708 -4.151 -2.078
C 2.374 -5.817 -3.440
C -6.588 2.994 -1.986
C -5.634 -2.775 -0.553
C 3.430 -3.842 -4.298
C 3.506 -0.453 -0.738
C 6.012 0.276 -1.848
C -3.045 7.710 -1.640
C 7.167 1.693 -3.942
C -0.339 0.432 5.683
C -4.875 -2.567 0.585
C -3.619 2.602 3.934
C 6.397 -2.810 -1.912
C 3.071 -3.154 -3.148
C 3.095 -5.177 -4.442
C 2.566 -4.809 1.021
C 7.711 1.768 -2.669
C -5.273 -2.097 -1.705
H -8.702 3.985 1.073
H 2.604 -5.477 0.172
H 3.111 -6.325 2.433
H -4.931 1.168 1.162
H -0.066 1.860 3.201
H -5.759 5.757 -1.140
H -8.448 2.918 -3.062
H 0.516 3.003 4.449
H -4.771 0.825 3.605
H 5.555 -5.350 0.868
H 7.544 1.112 -0.622
H 1.928 -1.567 1.797
H 6.664 -2.092 -2.677
H -2.783 8.737 -1.873
H 5.601 0.866 -5.158
H -6.486 -3.442 -0.549
H 5.024 -2.951 1.177
H 2.467 -2.405 4.040
H 3.368 -5.714 -5.342
H 8.580 2.388 -2.487
H -2.619 4.745 1.507
H 6.607 -6.118 -1.236
H 3.967 -3.330 -5.088
H -3.178 -1.516 1.400
H -5.989 2.716 -2.848
H 3.043 -4.793 4.370
H 1.658 2.349 3.238
H 1.360 -5.596 -1.566
H -5.117 -3.076 1.508
H 4.563 -0.367 -3.299
H -1.001 7.044 -1.568
H -3.547 2.452 5.003
H 3.319 -2.109 -3.039
H -6.252 3.804 1.271
H 7.614 2.248 -4.758
H -2.465 4.405 3.956
H 7.196 -4.483 -2.986
H -9.807 3.553 -1.098
H 2.083 -6.853 -3.563
H -5.163 8.095 -1.638
H -3.897 -0.679 -2.565
*
```

Kohn-Sham gap	5.9	eV
calculated total energy	-349890.0585	eV
maximum force	0.0135	hartree/bohr
HOMO energy	-2.53	eV

***

[2]
This record from the Open Molecules 2025 dataset describes C53H41BrClIKN4O5PS as an isolated structure. The level of theory is the ωB97M-V functional and the def2-TZVPD basis.

The geometry in ORCA input format:
```
! RIJCOSX wB97M-V def2-TZVPD def2/J DEFGRID3
* xyz 0 1
I 1.565 -2.884 -2.891
Br 4.688 -1.301 -2.160
K -0.430 -0.397 -0.216
Cl -1.071 -2.192 2.599
S -2.926 0.768 1.853
P 1.910 -2.458 1.316
O -0.838 8.410 -1.000
O -0.388 3.280 2.507
O -0.377 7.926 1.044
O -2.762 -0.164 0.689
O -0.220 1.661 0.954
N -1.666 1.148 -4.080
N -2.144 -0.727 -2.753
N 0.312 0.746 -2.880
N -0.585 7.615 -0.111
C 4.750 -5.475 -4.229
C 2.246 0.913 3.672
C 3.466 -3.648 -3.320
C 1.637 0.888 -2.783
C 6.051 -4.252 0.364
C 2.423 1.503 -3.733
C 5.972 -3.157 1.216
C -3.448 2.316 1.135
C 2.656 0.171 1.041
C 1.377 -3.405 2.799
C -0.278 1.219 -3.968
C 5.926 -4.803 -3.932
C 1.803 -5.082 4.507
C 2.867 1.484 1.426
C -0.363 -4.071 4.362
C -3.411 3.461 1.917
C -0.565 6.182 -0.458
C 2.257 -0.794 1.969
C -2.576 0.342 -3.404
C -0.423 3.899 0.231
C -4.063 4.738 -0.015
C 1.791 1.995 -4.870
C 0.075 -3.308 3.290
C -3.063 -1.475 -2.134
C 2.062 -0.410 3.293
C 3.528 -4.899 -3.925
C -4.580 0.575 4.016
C 3.659 -4.239 0.134
C -0.319 2.856 1.347
C 5.876 -3.558 -3.329
C -3.729 4.678 1.332
C 0.500 -4.964 4.970
C -0.731 4.476 -2.100
C 4.651 -2.983 -3.019
C -6.787 -0.377 3.958
C 2.229 -4.310 3.438
C -5.761 0.234 4.664
C -0.592 3.524 -1.094
C -5.471 -0.306 1.946
C 4.738 -2.606 1.531
C 0.429 1.847 -4.999
C -4.456 0.314 2.661
C -0.414 5.251 0.550
C 3.570 -3.145 0.992
C 2.649 1.860 2.744
C -4.863 -0.132 -2.868
C -3.766 2.360 -0.210
C 4.893 -4.795 -0.175
C -0.720 5.823 -1.788
C -4.423 -1.244 -2.160
C -6.641 -0.653 2.602
C -4.082 3.582 -0.785
C -3.934 0.680 -3.488
H -0.310 5.550 1.583
H 2.088 0.487 -1.884
H -0.094 2.199 -5.879
H -0.853 4.158 -3.129
H 6.875 -2.730 1.635
H 1.742 -1.141 4.026
H 2.787 -0.112 0.000
H -7.703 -0.649 4.466
H 6.784 -3.024 -3.083
H 2.609 -5.419 -4.159
H -4.289 5.693 -0.471
H -3.740 1.443 -0.788
H 7.015 -4.677 0.115
H 3.247 -4.410 3.085
H 4.779 -6.449 -4.700
H 2.360 2.483 -5.650
H 2.054 1.210 4.695
H -4.240 1.571 -4.022
H -7.443 -1.137 2.060
H -4.322 3.636 -1.840
H 3.490 1.589 -3.591
H 2.755 -4.649 -0.304
H 3.154 2.225 0.690
H 4.952 -5.638 -0.852
H 4.677 -1.749 2.190
H -3.083 3.409 2.947
H -1.382 -3.954 4.708
H 6.885 -5.244 -4.169
H -5.323 -0.513 0.892
H -3.686 5.585 1.921
H -2.677 -2.325 -1.579
H -2.070 1.762 -4.766
H -3.759 1.033 4.555
H -5.874 0.436 5.721
H -0.833 6.592 -2.538
H -5.916 0.114 -2.922
H -0.650 2.472 -1.344
H 2.490 -5.773 4.979
H -5.102 -1.900 -1.635
H 2.759 2.894 3.039
H 0.155 -5.561 5.804
*
```

Kohn-Sham gap	8.3	eV
calculated total energy	-198939.3779	eV
maximum force	0.0134	hartree/bohr
energy above the lowest of the compared OMol25 structures with the same formula, charge and spin	0.309	eV
HOMO energy	-8.12	eV